[1]
Formula: C33H28N9O5S4Sc
Source: OMol25
Level of theory: wB97M-V/def2-TZVPD

Summary:
DFT total energy	-4496.9684	a.u.
2S+1	1
frontier orbital gap	5.1	eV
largest force on an atom	1.74	eV Å⁻¹
ΔE to the lowest compared entry with this formula, charge and spin	107.2	kJ/mol

Element x y z (Å)
1 Sc -0.466 1.284 1.702
2 S -3.518 0.317 5.287
3 C -2.442 0.871 4.184
4 S -0.902 0.056 3.887
5 S -2.658 2.264 3.169
6 O 0.685 -0.563 -5.832
7 C 0.539 0.772 -5.661
8 O 0.544 1.512 -6.601
9 C 0.380 1.234 -4.246
10 C -0.198 0.434 -3.267
11 C -0.330 0.892 -1.970
12 C 0.110 2.169 -1.642
13 C 0.723 2.960 -2.612
14 C 0.839 2.501 -3.912
15 N -0.027 2.614 -0.293
16 C -0.179 3.857 -0.070
17 C -0.212 4.386 1.303
18 C -0.361 5.741 1.537
19 C -0.294 6.181 2.854
20 C -0.087 5.256 3.859
21 C -0.007 3.907 3.534
22 N -0.074 3.487 2.277
23 H 0.835 -0.980 -4.972
24 H -0.572 -0.555 -3.506
25 H -0.774 0.258 -1.217
26 H 1.143 3.923 -2.348
27 H 1.302 3.111 -4.676
28 H -0.273 4.581 -0.879
29 H -0.503 6.429 0.715
30 H -0.398 7.233 3.086
31 H -0.021 5.556 4.895
32 H 0.087 3.138 4.290
33 O 0.205 -0.825 0.940
34 C 1.650 -1.020 0.976
35 C 2.295 0.167 1.746
36 O 3.479 0.150 1.982
37 O 1.466 1.124 2.022
38 C 2.128 -0.987 -0.473
39 C 2.802 0.109 -1.000
40 C 3.250 0.102 -2.314
41 C 3.035 -1.004 -3.121
42 C 2.347 -2.099 -2.611
43 C 1.899 -2.083 -1.300
44 C 2.001 -2.316 1.694
45 C 3.156 -3.016 1.357
46 C 3.511 -4.163 2.049
47 C 2.719 -4.624 3.092
48 C 1.583 -3.917 3.451
49 C 1.231 -2.763 2.764
50 H -0.232 -1.382 1.609
51 H 3.014 0.969 -0.377
52 H 3.789 0.958 -2.699
53 H 3.424 -1.023 -4.132
54 H 2.202 -2.983 -3.224
55 H 1.423 -2.960 -0.880
56 H 3.793 -2.653 0.562
57 H 4.415 -4.692 1.776
58 H 2.996 -5.521 3.631
59 H 0.967 -4.249 4.276
60 H 0.360 -2.219 3.117
61 S -2.293 -3.488 1.632
62 C -2.290 -3.191 0.005
63 N -1.282 -3.723 -0.775
64 C -1.194 -3.570 -2.109
65 C -2.132 -2.833 -2.756
66 C -3.142 -2.273 -1.937
67 N -3.233 -2.436 -0.646
68 H -0.591 -4.260 -0.268
69 H -0.363 -4.057 -2.598
70 H -2.111 -2.693 -3.825
71 H -3.914 -1.658 -2.392
72 N -4.587 -0.972 1.906
73 N -3.960 -0.044 1.140
74 N -4.624 0.896 0.509
75 C -3.637 1.630 0.013
76 N -2.444 1.128 0.316
77 N -2.677 0.033 1.029
78 H -5.517 -1.115 1.541
79 H -4.013 -1.811 1.986
80 H -3.798 2.528 -0.557

---

[2]
Formula: C25H28Cl5O2Tm
Source: OMol25
Level of theory: wB97M-V/def2-TZVPD

Summary:
DFT total energy	-4505.9991	a.u.
2S+1	3
frontier orbital gap (spin up / spin down)	8.3 / 8.3	eV
largest force on an atom	4.91	eV Å⁻¹
ΔE to the lowest compared entry with this formula, charge and spin	0.0	kJ/mol
<S²>	2.00

Element x y z (Å)
1 O -1.372 -2.242 -1.070
2 C -2.048 -3.417 -0.519
3 C -1.939 -4.230 -1.799
4 H -3.078 -3.200 -0.203
5 H -1.460 -3.831 0.303
6 C -1.363 -2.910 -2.372
7 H -2.887 -4.512 -2.256
8 H -1.224 -5.052 -1.714
9 C -2.343 -2.257 -3.336
10 H -3.350 -2.274 -2.906
11 H -2.359 -2.828 -4.275
12 H -2.062 -1.221 -3.555
13 C 0.035 -3.014 -2.926
14 H 0.691 -3.529 -2.214
15 H 0.434 -2.020 -3.151
16 H 0.007 -3.573 -3.867
17 Tm 0.334 1.548 0.052
18 C 2.402 3.112 0.241
19 C 2.115 2.735 1.594
20 C 2.463 1.359 1.763
21 H 1.798 3.397 2.402
22 C 3.009 0.902 0.524
23 C 2.956 1.974 -0.421
24 H 3.380 1.955 -1.432
25 H 2.342 4.123 -0.163
26 H 2.458 0.796 2.702
27 H 3.546 -0.039 0.395
28 C -0.682 2.808 -1.710
29 C 0.345 2.014 -2.320
30 C 0.019 0.641 -2.132
31 H 1.197 2.373 -2.901
32 C -1.236 0.585 -1.435
33 C -1.673 1.920 -1.190
34 H -2.636 2.170 -0.743
35 H -0.723 3.897 -1.697
36 H 0.570 -0.212 -2.529
37 H -1.795 -0.311 -1.185
38 O 0.656 -1.507 0.506
39 C 1.812 -2.228 0.021
40 C 1.881 -3.475 0.881
41 H 2.718 -1.614 0.138
42 H 1.683 -2.352 -1.059
43 C 1.371 -2.944 2.220
44 H 2.882 -3.897 0.968
45 H 1.168 -4.207 0.459
46 C 0.190 -2.132 1.735
47 H 2.157 -2.303 2.639
48 H 1.117 -3.676 2.981
49 H -0.178 -1.382 2.457
50 H -0.649 -2.810 1.487
51 Cl 0.584 5.831 0.493
52 C -0.271 4.868 1.648
53 C -0.619 3.556 1.370
54 C -1.458 2.886 2.213
55 Cl -1.645 1.117 1.975
56 C -2.050 3.507 3.338
57 Cl -3.312 2.726 4.179
58 C -1.539 4.753 3.743
59 Cl -2.012 5.429 5.240
60 C -0.591 5.415 2.913
61 Cl 0.234 6.801 3.500

---

[3]
Formula: C4H8OS
Source: OMol25
Level of theory: wB97M-V/def2-TZVPD

Summary:
DFT total energy	-630.5695	a.u.
SMILES	CO/C=C/SC
2S+1	1
frontier orbital gap	9.4	eV
largest force on an atom	3.20	eV Å⁻¹
ΔE to the lowest compared entry with this formula, charge and spin	171.7	kJ/mol

Element x y z (Å)
1 C -2.560 -0.373 0.281
2 O -1.862 0.416 -0.668
3 C -0.493 0.172 -0.807
4 C 0.241 -0.652 -0.110
5 S 2.042 -0.777 -0.471
6 C 2.661 0.743 0.226
7 H -2.231 -0.106 1.317
8 H -2.408 -1.505 0.079
9 H -3.607 -0.201 0.109
10 H -0.045 0.762 -1.618
11 H -0.173 -1.457 0.370
12 H 3.736 0.566 0.233
13 H 2.291 0.768 1.310
14 H 2.408 1.643 -0.248

---

[4]
Formula: C27H59B3NO12P
Source: OMol25
Level of theory: wB97M-V/def2-TZVPD

Summary:
DFT total energy	-2437.7023	a.u.
SMILES	CCOCCOCB1OB(CC)OB(P(=N)(O)O)O1.C1CCOC1.C1CCOC1.C1CCOC1.C1CCOC1.C1CCOC1
2S+1	1
frontier orbital gap	8.9	eV
largest force on an atom	5.19	eV Å⁻¹

Element x y z (Å)
1 C -5.163 -1.592 -1.788
2 C -3.536 -1.265 -1.915
3 O -3.365 0.201 -1.788
4 C -2.388 0.680 -2.822
5 C -1.798 2.140 -2.266
6 O -2.972 3.013 -2.109
7 C -2.958 3.751 -0.837
8 B -3.525 2.843 0.411
9 O -4.843 3.019 1.087
10 B -4.589 2.450 2.459
11 C -5.572 1.364 3.208
12 C -7.002 1.971 3.735
13 O -3.308 2.928 3.090
14 B -2.255 2.202 2.309
15 P -0.508 1.752 2.950
16 N -0.616 0.377 3.819
17 O 0.249 2.995 3.924
18 O 0.507 1.374 1.580
19 O -2.634 1.767 0.924
20 H -5.569 -1.106 -0.789
21 H -5.374 -2.763 -1.835
22 H -5.663 -1.120 -2.757
23 H -3.025 -1.781 -0.981
24 H -3.096 -1.641 -2.949
25 H -1.531 -0.117 -2.980
26 H -2.907 0.912 -3.846
27 H -0.992 2.596 -3.014
28 H -1.221 1.895 -1.277
29 H -3.581 4.748 -0.983
30 H -1.835 4.107 -0.659
31 H -5.722 0.435 2.473
32 H -4.986 0.933 4.145
33 H -6.916 2.837 4.517
34 H -7.633 2.238 2.779
35 H -7.581 1.087 4.281
36 H -0.260 0.498 4.796
37 H 0.343 2.592 4.847
38 H 0.509 2.158 0.955
39 C 3.766 -0.616 4.890
40 C 4.384 0.386 5.832
41 C 3.206 0.773 6.699
42 O 2.345 -0.372 6.768
43 C 2.776 -1.326 5.788
44 H 4.490 -1.295 4.433
45 H 3.233 -0.091 4.088
46 H 5.152 -0.104 6.442
47 H 4.841 1.240 5.327
48 H 2.636 1.594 6.251
49 H 3.508 1.068 7.708
50 H 3.250 -2.159 6.319
51 H 1.911 -1.708 5.240
52 C 2.003 1.456 -6.897
53 C 2.620 2.457 -5.955
54 C 1.443 2.845 -5.088
55 O 0.582 1.700 -5.019
56 C 1.013 0.746 -5.999
57 H 2.727 0.777 -7.354
58 H 1.470 1.981 -7.699
59 H 3.389 1.968 -5.345
60 H 3.078 3.312 -6.460
61 H 0.872 3.666 -5.535
62 H 1.745 3.140 -4.079
63 H 1.487 -0.087 -5.468
64 H 0.148 0.364 -6.547
65 C 5.900 -1.837 -7.642
66 C 6.517 -0.836 -6.700
67 C 5.340 -0.448 -5.833
68 O 4.479 -1.593 -5.764
69 C 4.910 -2.547 -6.744
70 H 6.624 -2.516 -8.099
71 H 5.367 -1.313 -8.444
72 H 7.286 -1.325 -6.090
73 H 6.975 0.019 -7.205
74 H 4.770 0.373 -6.281
75 H 5.642 -0.153 -4.824
76 H 5.384 -3.380 -6.213
77 H 4.045 -2.929 -7.292
78 C -9.948 -0.960 -1.041
79 C -10.072 -1.841 0.175
80 C -8.643 -2.294 0.386
81 O -7.798 -1.237 -0.089
82 C -8.604 -0.301 -0.819
83 H -10.763 -0.240 -1.147
84 H -9.916 -1.579 -1.946
85 H -10.405 -1.245 1.033
86 H -10.768 -2.674 0.046
87 H -8.419 -3.190 -0.202
88 H -8.419 -2.500 1.437
89 H -8.702 0.603 -0.208
90 H -8.106 -0.037 -1.755
91 C 7.088 -2.459 6.015
92 C 7.692 -3.794 5.664
93 C 8.473 -3.469 4.410
94 O 8.891 -2.101 4.523
95 C 8.189 -1.500 5.620
96 H 6.801 -2.369 7.065
97 H 6.198 -2.281 5.399
98 H 8.377 -4.112 6.459
99 H 6.953 -4.585 5.513
100 H 7.845 -3.554 3.517
101 H 9.349 -4.112 4.283
102 H 8.905 -1.359 6.437
103 H 7.806 -0.520 5.320

---

[5]
Formula: C2H4INO2
Source: OMol25
Level of theory: wB97M-V/def2-TZVPD

Summary:
DFT total energy	-581.3922	a.u.
2S+1	1
frontier orbital gap (spin up / spin down)	8.2 / 8.2	eV
largest force on an atom	4.59	eV Å⁻¹
ΔE to the lowest compared entry with this formula, charge and spin	366.6	kJ/mol

Element x y z (Å)
1 C 0.031 0.833 -0.055
2 C 1.307 -0.968 0.058
3 N -2.134 1.249 0.364
4 O 0.827 1.587 -0.464
5 O 0.070 -0.335 0.374
6 I -2.870 -0.562 0.139
7 H 1.312 -1.861 0.843
8 H 2.154 -0.319 0.228
9 H 1.308 -1.316 -1.011
10 H -2.005 1.692 -0.477

---

[6]
Formula: C4H6FN
Source: OMol25
Level of theory: wB97M-V/def2-TZVPD

Summary:
DFT total energy	-310.3354	a.u.
2S+1	3
frontier orbital gap (spin up / spin down)	5.2 / 5.0	eV
largest force on an atom	5.67	eV Å⁻¹
ΔE to the lowest compared entry with this formula, charge and spin	265.8	kJ/mol
<S²>	2.01

Element x y z (Å)
1 C 0.665 -1.231 -0.081
2 C -0.447 1.029 0.181
3 C -1.366 -0.156 0.320
4 C 1.285 0.108 -0.378
5 N -0.560 -1.365 0.256
6 F 2.275 0.625 0.321
7 H 1.200 -2.082 -0.349
8 H -0.758 1.794 -0.478
9 H 0.181 1.453 1.005
10 H -1.903 -0.174 1.233
11 H -2.194 -0.055 -0.560
12 H 1.622 0.054 -1.470

---

[7]
Formula: C5H11NO2S
Source: OMol25
Level of theory: wB97M-V/def2-TZVPD

Summary:
DFT total energy	-800.5474	a.u.
SMILES	CSCC[C@H](N)C(=O)O
2S+1	1
frontier orbital gap	9.1	eV
largest force on an atom	3.47	eV Å⁻¹
ΔE to the lowest compared entry with this formula, charge and spin	26.9	kJ/mol

Element x y z (Å)
1 C -1.238 3.336 -0.993
2 S 0.162 2.280 -1.648
3 C 0.573 1.344 -0.118
4 C -0.156 -0.030 -0.065
5 C 0.433 -0.939 1.017
6 N 1.883 -1.052 0.743
7 C -0.270 -2.283 0.897
8 O 0.211 -3.270 0.503
9 O -1.542 -2.251 1.358
10 H -1.630 3.908 -1.836
11 H -0.863 3.985 -0.188
12 H -2.100 2.710 -0.678
13 H 0.396 2.048 0.692
14 H 1.636 1.150 -0.152
15 H -1.219 0.127 0.152
16 H -0.002 -0.524 -1.033
17 H 0.155 -0.538 1.980
18 H 1.981 -1.814 0.068
19 H 2.340 -1.412 1.561
20 H -1.861 -3.158 1.277

---

[8]
Formula: C6H15BrOSi
Source: OMol25
Level of theory: wB97M-V/def2-TZVPD

Summary:
DFT total energy	-3176.1869	a.u.
2S+1	1
frontier orbital gap (spin up / spin down)	5.6 / 8.7	eV
largest force on an atom	5.16	eV Å⁻¹
ΔE to the lowest compared entry with this formula, charge and spin	176.2	kJ/mol

Element x y z (Å)
1 C 2.020 -1.394 -0.888
2 C -2.148 -0.947 1.917
3 C -0.259 1.282 -2.597
4 C 0.583 -1.526 -0.301
5 C -2.379 -0.468 0.473
6 C 2.532 3.002 2.025
7 O -1.042 0.581 -1.723
8 Si -0.671 -0.066 -0.245
9 Br 1.161 2.212 0.829
10 H 2.439 -0.604 -0.383
11 H 2.370 -2.353 -0.655
12 H 2.082 -1.200 -1.884
13 H -1.810 -0.107 2.532
14 H -3.025 -1.283 2.487
15 H -1.559 -1.832 1.871
16 H 0.677 1.358 -2.212
17 H -0.642 2.198 -2.863
18 H -0.367 0.578 -3.436
19 H 0.583 -1.989 0.595
20 H 0.223 -2.418 -0.949
21 H -3.076 0.367 0.556
22 H -2.714 -1.161 -0.280
23 H 2.067 3.676 2.658
24 H 2.956 2.093 2.473

---

[9]
Formula: C30H28AsF6N5Tl
Source: OMol25
Level of theory: wB97M-V/def2-TZVPD

Summary:
DFT total energy	-4440.8387	a.u.
2S+1	2
frontier orbital gap (spin up / spin down)	7.6 / 6.6	eV
largest force on an atom	0.56	eV Å⁻¹
charge	+2
ΔE to the lowest compared entry with this formula, charge and spin	0.0	kJ/mol
<S²>	0.79

Element x y z (Å)
1 Tl -0.156 0.389 -0.176
2 C 1.246 2.782 1.297
3 N 0.502 2.746 0.032
4 C 1.321 3.143 -1.114
5 C 2.287 2.064 -1.547
6 C 3.430 2.396 -2.253
7 C 4.277 1.387 -2.678
8 C 3.959 0.073 -2.369
9 C 2.805 -0.179 -1.658
10 N 1.977 0.797 -1.253
11 C -0.748 3.506 0.079
12 C -1.752 2.977 -0.918
13 C -2.713 3.805 -1.462
14 C -3.702 3.262 -2.267
15 C -3.703 1.897 -2.501
16 C -2.706 1.126 -1.940
17 N -1.739 1.660 -1.175
18 C 0.495 2.055 2.389
19 C 0.506 2.486 3.699
20 C -0.187 1.750 4.655
21 C -0.878 0.615 4.269
22 C -0.857 0.241 2.938
23 N -0.181 0.954 2.025
24 H 1.461 3.808 1.609
25 H 2.207 2.288 1.127
26 H 1.873 4.063 -0.896
27 H 0.650 3.368 -1.948
28 H 3.650 3.435 -2.462
29 H 5.176 1.622 -3.233
30 H 4.595 -0.748 -2.667
31 H 2.532 -1.189 -1.390
32 H -0.575 4.571 -0.097
33 H -1.177 3.411 1.079
34 H -2.694 4.864 -1.239
35 H -4.469 3.894 -2.693
36 H -4.467 1.422 -3.098
37 H -2.708 0.055 -2.064
38 H 1.046 3.384 3.967
39 H -0.193 2.071 5.688
40 H -1.439 0.023 4.977
41 H -1.399 -0.627 2.585
42 F -2.203 -0.567 0.405
43 As -3.526 -1.879 0.488
44 F -2.228 -3.015 0.380
45 F -3.548 -1.825 -1.249
46 F -4.716 -3.080 0.570
47 F -3.299 -1.799 2.195
48 F -4.621 -0.561 0.537
49 C -0.376 -4.191 -3.398
50 C -0.911 -2.900 -3.349
51 C -0.611 -2.078 -2.293
52 C 0.200 -2.531 -1.230
53 C 0.777 -3.827 -1.321
54 C 0.478 -4.638 -2.390
55 N 0.460 -1.705 -0.185
56 C 0.991 -2.174 1.032
57 C 0.516 -3.334 1.654
58 C 1.033 -3.708 2.883
59 C 2.017 -2.943 3.496
60 C 2.487 -1.787 2.882
61 C 1.968 -1.395 1.663
62 H -0.610 -4.838 -4.232
63 H -1.569 -2.554 -4.133
64 H -1.057 -1.091 -2.262
65 H 1.472 -4.162 -0.566
66 H 0.920 -5.623 -2.454
67 H -0.288 -3.896 1.204
68 H 0.655 -4.596 3.370
69 H 2.413 -3.244 4.457
70 H 3.265 -1.200 3.352
71 H 2.359 -0.507 1.173

---

[10]
Formula: C28H34AsF3N2O2PtSb
Source: OMol25
Level of theory: wB97M-V/def2-TZVPD

Summary:
DFT total energy	-4241.9129	a.u.
2S+1	1
frontier orbital gap	6.5	eV
largest force on an atom	1.31	eV Å⁻¹
charge	+1
ΔE to the lowest compared entry with this formula, charge and spin	193.9	kJ/mol

Element x y z (Å)
1 Pt -0.917 -0.705 0.641
2 C -3.127 -2.562 3.703
3 C -2.161 -2.260 2.610
4 N -1.676 -1.052 2.398
5 O -2.265 -0.062 3.180
6 C -1.656 -3.293 1.771
7 C -1.855 -4.754 1.992
8 N -0.906 -2.803 0.786
9 O -0.377 -3.506 -0.072
10 H -3.727 -1.697 3.962
11 H -2.585 -2.872 4.600
12 H -3.765 -3.388 3.397
13 H -1.527 0.521 3.410
14 H -1.677 -5.026 3.033
15 H -1.169 -5.312 1.362
16 H -2.871 -5.062 1.732
17 C -2.177 1.714 -2.529
18 C -1.779 2.439 -1.246
19 As -2.194 1.356 0.292
20 C -2.200 2.624 1.769
21 C -2.471 4.079 1.396
22 C -4.037 0.861 0.012
23 C -4.989 2.030 -0.217
24 H -1.783 2.230 -3.405
25 H -3.262 1.673 -2.634
26 H -1.803 0.691 -2.552
27 H -2.312 3.384 -1.157
28 H -0.710 2.651 -1.202
29 H -1.217 2.544 2.238
30 H -2.931 2.251 2.483
31 H -1.681 4.490 0.766
32 H -2.515 4.688 2.299
33 H -3.415 4.207 0.870
34 H -4.327 0.278 0.887
35 H -4.032 0.173 -0.832
36 H -5.089 2.650 0.674
37 H -5.982 1.655 -0.465
38 H -4.669 2.672 -1.039
39 F 4.401 4.512 1.643
40 C 3.867 3.316 1.351
41 C 2.503 3.151 1.484
42 C 1.960 1.908 1.187
43 C 2.758 0.852 0.746
44 C 4.133 1.065 0.630
45 C 4.698 2.299 0.933
46 Sb 1.866 -1.027 0.335
47 C 3.511 -1.982 -0.557
48 C 4.123 -1.459 -1.700
49 C 5.228 -2.083 -2.259
50 C 5.702 -3.234 -1.657
51 F 6.771 -3.841 -2.193
52 C 5.121 -3.787 -0.536
53 C 4.015 -3.149 0.013
54 C 0.902 -0.455 -1.514
55 C 0.222 -1.434 -2.255
56 C -0.132 -1.213 -3.585
57 C 0.206 -0.009 -4.154
58 F -0.119 0.218 -5.433
59 C 0.857 0.999 -3.455
60 C 1.187 0.777 -2.134
61 H 1.896 3.982 1.821
62 H 0.890 1.767 1.297
63 H 4.785 0.266 0.296
64 H 5.762 2.477 0.848
65 H 3.737 -0.561 -2.171
66 H 5.720 -1.698 -3.142
67 H 5.530 -4.694 -0.113
68 H 3.547 -3.580 0.891
69 H 0.012 -2.400 -1.808
70 H -0.642 -1.964 -4.173
71 H 1.102 1.926 -3.959
72 H 1.719 1.548 -1.589

---

[11]
Formula: C6H14Cl2P2
Source: OMol25
Level of theory: wB97M-V/def2-TZVPD

Summary:
DFT total energy	-1839.9997	a.u.
2S+1	1
frontier orbital gap	7.1	eV
largest force on an atom	4.58	eV Å⁻¹
ΔE to the lowest compared entry with this formula, charge and spin	125.3	kJ/mol

Element x y z (Å)
1 C 0.131 2.417 -0.117
2 C 2.443 0.914 -1.024
3 C -1.386 -2.390 0.851
4 C -2.090 0.146 -0.070
5 C 1.648 -1.196 1.401
6 C 0.739 -0.308 0.757
7 P 1.489 1.363 0.526
8 P -0.670 -1.011 -0.275
9 Cl 3.236 -0.454 1.690
10 Cl -0.367 0.818 2.618
11 H -0.768 2.391 0.456
12 H 0.009 2.141 -1.243
13 H 0.290 3.511 -0.206
14 H 2.594 1.905 -1.373
15 H 1.948 0.317 -1.791
16 H 3.422 0.551 -0.653
17 H -2.479 -2.329 0.749
18 H -1.144 -2.276 1.962
19 H -0.854 -3.342 0.598
20 H -2.974 -0.457 -0.105
21 H -2.108 0.943 -0.820
22 H -2.221 0.532 0.986
23 H 1.347 -1.344 2.526
24 H 1.707 -2.279 1.034

---

- 2S+1 of number 10 (C28H34AsF3N2O2PtSb)?
  1